The following is a DFT calculation (the ωB97M-V functional and the def2-TZVPD basis) of 6 unconnected molecules or ions with the total composition C38H76BrN4O11PS in a non-equilibrium geometry.

```
132
Properties=species:S:1:pos:R:3:mulliken_charge:R:1
Br 0.6942 -5.4509 -1.2763 -0.123
S -0.9365 -4.1505 -4.4687 -0.387
P -0.4186 -2.2349 -4.5351 0.410
O 0.9173 -2.2223 -5.7137 -0.433
O 0.8474 0.5654 -4.5043 -0.698
O -1.8894 -4.5822 -0.3982 -0.558
O -1.5728 0.5112 7.2026 -0.393
O 2.3873 1.1833 -0.9358 -0.333
O -2.2324 2.4139 0.3744 -0.654
O 0.2436 -6.2613 -8.1342 -0.562
O 3.2707 4.5989 1.4462 -0.449
O -4.3708 0.0993 3.1708 -0.538
O 0.4427 4.0987 5.5957 -0.522
O -1.6294 -1.2181 -5.2603 -0.472
N 0.2978 0.8718 -2.0757 0.280
N -2.0697 4.3194 -2.9250 -0.697
N -2.8532 3.8144 -5.2188 -0.617
N -4.1873 2.9502 -3.0361 -0.442
C -4.1871 1.4817 -3.4616 -0.867
C 4.5037 -4.1576 -3.3182 -0.162
C 1.4962 6.2157 1.3198 -1.327
C 4.3846 -2.5458 -2.9639 0.186
C 1.7486 -2.4805 -2.8863 -1.458
C 5.8505 -4.9793 -2.7682 -0.471
C -0.5384 -1.4322 -1.5375 1.328
C -1.6713 5.0732 6.1958 -1.423
C -2.6276 -0.8663 4.5154 0.020
C 0.5454 0.0275 -3.2936 -0.699
C 3.0750 -1.5988 -3.3975 0.185
C -2.1893 -0.2756 9.3888 -1.366
C -2.1119 -1.6815 -1.7513 -1.381
C 7.0469 -4.2479 -1.8779 -0.347
C -0.8739 4.3595 5.1159 0.446
C -2.1069 0.9407 0.6375 0.575
C 6.9411 -2.6400 -1.5558 -0.382
C -4.1008 -0.9085 4.1418 0.290
C 0.3474 -1.5907 -2.9127 1.581
C -2.7579 0.8037 -2.9041 1.552
C -0.5577 0.5548 0.5179 -1.268
C -1.5327 3.0491 4.7151 -0.049
C 3.0769 6.1522 3.2707 -1.478
C 0.1704 -0.4544 8.5472 -1.473
C -4.9873 -0.6875 5.3570 -1.247
C 1.9173 -4.8180 -9.0799 -0.943
C 2.3321 5.3306 2.2305 0.719
C 1.6349 -6.1616 -8.4268 0.311
C -3.1191 -0.7071 -2.4863 -1.593
C 0.0578 -0.0321 -0.8565 1.723
C 5.6052 -1.8437 -2.1042 -0.320
C 2.4330 -6.3330 -7.1441 -0.810
C 1.6709 -0.0122 -0.3771 -1.383
C -1.3028 -0.4966 8.1736 0.502
C -0.6438 -4.0666 -0.5983 0.009
C 3.0598 1.8850 0.2066 -0.340
C -3.0546 3.7023 -3.7010 0.487
C -0.2425 -2.4942 -0.2762 -0.682
H -5.1077 0.9607 -2.9224 0.384
H -3.5388 -1.2198 -3.4844 0.288
H 1.6850 4.6023 2.7312 0.081
H -0.8785 -2.2094 0.6933 0.369
H 3.1402 -1.4998 -4.5607 0.298
H -2.2675 4.1839 -1.9095 0.256
H 0.0852 1.5203 0.8045 0.223
H -4.8148 -1.4563 6.1166 0.377
H -1.5391 -1.4637 7.7166 0.259
H 1.8817 -6.9691 -9.1246 0.291
H 2.2356 -0.9997 -0.6164 0.141
H 1.6349 -3.9927 -8.4166 0.041
H -4.0670 2.9490 -1.9792 0.400
H 1.3269 -4.7033 -9.9952 0.317
H 3.8496 5.2377 0.9979 0.313
H -1.5959 2.3650 5.5689 -0.438
H -2.2199 -2.7234 -2.3337 0.308
H 7.9921 -4.8197 -1.4486 0.266
H 2.1689 -5.5614 -6.4121 -0.059
H 2.3814 6.7152 3.9010 0.350
H -1.7395 4.4609 7.1020 0.262
H 3.5087 -6.2771 -7.3380 0.389
H 0.0153 -5.5479 -7.5151 0.350
H 0.4409 0.5217 8.9654 0.353
H -2.6848 5.3022 5.8518 0.392
H 1.7648 0.1314 0.8053 0.556
H -0.9414 2.5405 3.9462 0.038
H -2.0206 0.9290 -3.8346 0.098
H -2.0014 -1.0145 3.6291 -0.279
H 0.3694 3.5233 6.3753 0.326
H 3.7656 6.8581 2.7929 0.404
H -4.1638 0.9616 3.5679 0.330
H -2.4066 1.5321 -2.0620 -0.672
H 0.6402 -1.6613 -6.5179 0.264
H -3.2464 -0.2963 9.1029 0.314
H -1.3658 1.3735 7.5997 0.209
H 3.6839 5.5034 3.9111 0.339
H -4.3371 -1.8755 3.6848 0.307
H 7.7302 -2.0155 -0.9277 0.275
H 3.7107 1.1155 0.8465 0.262
H -1.1789 6.0085 6.4831 0.364
H -2.0025 0.7069 9.8368 0.350
H -2.3571 0.1098 4.9335 -0.291
H -3.1052 2.9000 -5.6950 0.304
H 0.8835 -2.5738 0.0221 0.503
H -2.4094 0.8431 1.7907 -0.430
H -4.1046 -0.6257 -1.8096 0.442
H 3.2150 -0.5986 -2.8040 0.128
H -2.5420 3.2174 4.3267 0.356
H 0.7966 -0.6026 7.6609 0.344
H 2.0483 -2.8473 -1.8010 0.602
H 5.4720 -0.6839 -1.8740 0.202
H -4.2853 1.3952 -4.6391 0.179
H 0.4137 -1.2286 9.2816 0.412
H -2.5572 -1.9361 -0.6694 0.533
H 2.3011 2.3636 0.9606 0.061
H -4.8005 0.2950 5.8050 0.269
H 3.7773 2.7485 -0.1820 0.126
H 2.1289 6.9238 0.7729 0.391
H -2.0168 -1.0444 10.1484 0.408
H 3.6739 -4.7321 -3.9248 0.224
H -2.3843 -1.6405 5.2497 0.442
H -0.7802 5.0079 4.2381 0.340
H 2.2104 -7.2991 -6.6786 0.335
H -6.0444 -0.7082 5.0711 0.338
H 2.9775 -4.7166 -9.3318 0.362
H 0.9756 5.6121 0.5686 0.284
H 0.7533 6.7805 1.8916 0.379
H -1.7971 3.9138 -5.3089 0.335
H 1.7081 -3.4455 -3.5524 0.031
H -1.5024 2.6567 -0.2729 0.335
H -1.3339 -0.8213 -6.1316 0.318
H -2.8917 0.2981 0.0656 -0.057
H -0.3038 -0.2262 1.3851 0.338
H 6.0032 -6.1474 -2.9481 0.258
H -0.2484 1.7456 -2.1429 0.243
```

Values from the calculation:
- spin multiplicity = 1
- energy (eV) = -159270.199